Molecular formula: C8H16ClO4Sm
Method: DFT, ωB97M-V with the def2-TZVPD basis set

ORCA input file:
```
! RIJCOSX wB97M-V def2-TZVPD def2/J DEFGRID3
* xyz 2 6
Sm -0.963 -0.966 -1.524
C 2.228 -0.983 -0.465
C 1.508 -2.222 0.096
O 0.120 -1.947 0.354
C -0.140 -1.225 1.578
C -1.663 -1.037 1.688
O -2.218 -0.440 0.498
C -2.537 0.966 0.554
C -1.282 1.837 0.408
O -0.508 1.262 -0.657
C 0.809 1.829 -0.781
C 1.572 0.956 -1.792
O 1.380 -0.445 -1.504
H 3.193 -1.283 -0.894
H 2.401 -0.234 0.315
H 2.008 -2.580 1.001
H 1.502 -3.023 -0.658
H 0.385 -0.259 1.564
H 0.211 -1.815 2.434
H -1.907 -0.441 2.572
H -2.138 -2.024 1.777
H -3.059 1.201 1.488
H -3.213 1.134 -0.299
H -0.694 1.839 1.336
H -1.568 2.866 0.160
H 1.292 1.833 0.209
H 0.754 2.859 -1.151
H 2.635 1.212 -1.796
H 1.149 1.103 -2.797
Cl -1.256 0.028 -3.713
*
```

Computed properties:
- DFT total energy: -1733.003900 hartree
- <S²>: 8.761
- Kohn-Sham gap (spin up / spin down): 0.31752 / 0.39019 Eh